Below is a molecular structure, C17H18As2BrF6OS5Y, with properties calculated with ωB97M-V/def2-TZVPD.

The geometry in XYZ format:
```
51
Properties=species:S:1:pos:R:3:forces:R:3:lowdin_charge:R:1
Y 0.48684 -1.56684 -0.22049 0.276 0.388 0.270 0.73
S 4.15291 -5.16773 -0.50094 0.112 -0.114 -0.161 -0.22
As 2.67997 -3.67129 -0.48189 1.127 -0.911 -0.156 -0.49
S 0.66097 -4.34404 -0.18449 -0.132 0.329 -0.091 -0.11
S 2.76084 -2.62376 -2.56368 0.221 -0.275 0.519 -0.15
S 3.03663 -2.13598 0.97104 -0.168 -0.076 -0.228 0.01
Br -2.46965 -3.06029 0.44326 0.029 0.386 -0.210 0.78
C -3.53859 -1.60825 -0.20614 -0.094 -0.370 0.205 -0.57
C -4.88904 -1.74001 -0.03573 0.120 -0.079 0.046 -0.16
C -5.75376 -0.74353 -0.51982 -0.040 0.113 -0.075 -0.11
C -5.23342 0.33526 -1.17387 -0.085 -0.025 0.044 -0.07
C -3.83799 0.47272 -1.36329 0.093 -0.166 0.056 -0.18
C -3.33141 1.57799 -2.07985 0.068 0.110 -0.061 -0.07
C -1.98939 1.67886 -2.30194 -0.141 0.030 0.014 -0.09
C -1.11324 0.70555 -1.78389 -0.100 -0.097 0.079 -0.18
C -1.50087 -0.39166 -1.03101 -0.508 0.327 -0.150 -0.20
C -2.92210 -0.50950 -0.85956 0.000 0.213 -0.084 -0.23
H -5.28580 -2.61527 0.46076 0.009 0.010 0.010 0.08
H -6.82322 -0.85032 -0.38117 0.001 0.017 -0.005 0.09
H -5.88300 1.10834 -1.57207 -0.009 -0.008 0.012 0.10
H -4.02605 2.32364 -2.45376 0.000 -0.011 -0.007 0.10
H -1.58717 2.51028 -2.87227 -0.017 0.009 0.001 0.09
H -0.06819 0.84961 -2.02212 0.051 -0.044 -0.017 0.00
C 1.86139 -0.22366 3.61552 -0.008 0.006 -0.031 -0.01
C 0.69676 0.17187 2.69380 -0.187 -0.028 0.280 -0.51
O 0.96719 0.14723 1.37720 -0.425 -0.312 -0.330 -0.34
C -0.46924 -0.81817 2.96183 -0.043 -0.037 -0.123 -0.55
F -1.55866 -0.49838 2.24297 0.008 -0.072 0.117 0.12
F -0.07474 -2.05735 2.54646 -0.210 0.324 0.016 0.06
F -0.87579 -0.95801 4.23852 0.145 -0.002 0.005 0.14
C 0.23774 1.60391 3.09420 -0.089 0.048 -0.110 -0.53
F -0.68832 2.09968 2.26255 0.112 0.013 0.170 0.15
F -0.28191 1.68637 4.35234 0.110 -0.017 -0.175 0.11
F 1.28629 2.46114 3.07097 -0.167 -0.086 -0.031 0.12
H 2.21882 -1.20743 3.31872 -0.049 -0.026 0.016 0.03
H 1.54776 -0.23594 4.66146 0.083 0.025 0.019 0.09
H 2.67592 0.48595 3.47995 -0.021 0.002 -0.006 0.09
C 1.91225 2.47597 -0.53618 -0.080 -0.013 0.147 -0.30
As 2.30095 0.64592 -1.13988 0.670 0.468 -0.465 1.01
C 4.18006 0.65274 -0.60698 0.023 0.024 0.077 -0.34
C 2.61234 1.10771 -3.03480 -0.052 -0.080 0.029 -0.33
S 0.83997 -2.02138 -2.96997 -0.464 0.192 0.299 -0.17
H 2.50002 3.20668 -1.09517 0.044 -0.054 -0.039 0.01
H 2.16274 2.53557 0.52260 -0.046 -0.013 -0.010 0.01
H 0.85135 2.70241 -0.64360 -0.009 -0.047 -0.005 0.01
H 4.66365 1.56611 -0.96207 -0.032 0.018 0.000 0.01
H 4.67869 -0.22344 -1.01646 -0.066 -0.041 -0.010 0.01
H 4.23147 0.59410 0.47907 0.002 -0.010 -0.007 0.00
H 3.41524 1.84358 -3.11880 -0.017 0.025 0.073 0.01
H 1.70269 1.51645 -3.47764 -0.019 -0.030 0.034 0.01
H 2.88011 0.20661 -3.58370 -0.025 -0.032 0.046 -0.02
```
Forces are in eV/Å.

- multiplicity = 1
- LUMO level (eV) = 4.350
- total charge = -2
- energy relative to the best compared isomer or geometry (same formula, charge and spin) (kJ/mol) = 0.0
- HOMO-LUMO gap (eV) = 5.9


Below is a single C6H5P molecule, with properties calculated with ωB97M-V/def2-TZVPD.

The geometry in XYZ format:
```
12
Properties=species:S:1:pos:R:3:forces:R:3:lowdin_charge:R:1
C -0.89437 1.29188 -0.28758 1.001 -1.434 -1.472 -0.18
C 0.21342 0.50114 -0.51681 -7.853 -2.127 -0.083 -0.04
C -2.18614 0.56660 -0.36433 -0.400 0.782 0.160 -0.44
C -0.48899 -0.96072 -0.66473 4.876 0.458 3.266 -0.44
C 0.06849 -1.65511 0.39252 -3.227 -0.358 -3.373 -0.15
C 0.12362 -2.59470 1.29542 0.758 -0.119 1.146 -0.01
P -2.33224 -1.03682 -0.93546 1.901 1.370 1.253 0.97
H -0.86584 2.35552 -0.42095 -0.128 0.545 0.743 0.08
H 1.16831 0.70725 -0.77581 2.874 0.578 -0.271 0.06
H -3.05815 1.09264 0.02378 -0.100 0.112 -0.572 0.03
H -0.50377 -2.69622 2.20216 0.418 0.656 -0.573 0.07
H 0.98237 -3.25311 1.27939 -0.120 -0.463 -0.222 0.05
```
Forces are in eV/Å.

- multiplicity = 1
- LUMO level (eV) = -0.335
- energy relative to the best compared isomer or geometry (same formula, charge and spin) (kJ/mol) = 111.4
- HOMO-LUMO gap (eV) = 8.0
- SMILES = C=C=C1C=CC=P1